Record 1
Molecular formula: C2H5N2O2
Method: DFT, wB97M-V/def2-TZVPD

Calculated values
net charge = -1
Kohn-Sham gap = 6.74 eV
energy = -339.06104 Ha
ΔE to the lowest compared entry with this formula, charge and spin = 563.48 kJ/mol
LUMO level = 0.146 hartree

Cartesian coordinates (Å):
N 0.2960 -1.6944 -0.3625
N 0.3931 -0.4598 0.3053
C -0.2577 0.1312 1.1159
O 0.8356 -1.6187 -1.6358
C -0.4059 1.0263 2.0809
O 0.2346 0.8674 -2.4113
H 0.3523 -0.1068 -2.0772
H -0.1619 0.8500 3.0482
H -1.0329 1.8965 1.8373
H 0.5324 1.1186 -1.4926
H -0.7854 -2.0103 -0.4081

Atom charges from the Löwdin analysis, given in e for atoms 1 to 6: N -0.252; N 0.017; C -0.227; O -0.398; C -0.052; O -0.204

Record 2
Molecular formula: C3H2N4
Method: DFT, wB97M-V/def2-TZVPD

Calculated values
net charge = 0
Kohn-Sham gap = 10.17 eV
energy = -334.51748 Ha
ΔE to the lowest compared entry with this formula, charge and spin = 20.01 kJ/mol
SMILES string = N#CC=C=N.N#N
LUMO level = 0.014 hartree

Cartesian coordinates (Å):
H 0.6603 -1.1974 -1.6248
C -0.5983 -0.5573 -0.2625
N -1.8034 -0.5686 -0.1017
C 0.6389 -0.6100 -0.7163
N 2.9267 -0.1493 0.3757
N -0.3554 2.0679 0.9169
C 1.8712 -0.3043 -0.0774
N -1.1425 2.7624 1.2495
H -2.1975 -1.4434 0.2406

Atom charges from the Löwdin analysis, given in e for atoms 1 to 6: H 0.115; C -0.210; N 0.168; C -0.125; N 0.136; N 0.036

Record 3
Molecular formula: C8H9Cl3IrN4O3S2Si
Method: DFT, wB97M-V/def2-TZVPD

Calculated values
net charge = +1
Kohn-Sham gap = 7.83 eV
energy = -3325.70508 Ha
ΔE to the lowest compared entry with this formula, charge and spin = 10.34 kJ/mol
LUMO level = -0.168 hartree

Cartesian coordinates (Å):
Ir -0.3562 -1.7797 0.1038
N 2.4658 -1.2591 3.3511
N -0.5809 -0.4838 1.6629
Cl 0.8031 1.5469 -0.2320
C 1.5363 -1.2547 2.4026
C -1.8340 -3.6786 -4.3927
H -0.4324 0.4787 1.3342
C -2.8324 -2.2218 -1.1697
Cl -1.2275 0.4242 -2.5591
H 1.1805 -4.0713 -2.8514
S -4.2023 -2.5088 -3.1647
H 0.1451 -0.2937 3.5966
H 2.3283 -0.8435 4.2582
H -1.5385 -0.5644 2.0148
S 1.8609 -1.8760 0.8545
N 0.3272 -0.7600 2.7187
C -1.9185 -2.9200 -2.1193
H 3.3548 -1.6960 3.1680
H -2.3080 -3.8421 -5.3511
H -0.0986 -3.3093 -0.9076
O -4.3598 -1.3622 -3.9980
C 0.1422 -3.7993 -2.9795
C -2.5238 -3.1269 -3.3348
C -0.4908 -4.0087 -4.1975
N -4.0156 -1.9888 -1.5782
C -0.5982 -3.2723 -1.9267
O -5.1205 -3.5945 -3.2157
Si 0.2834 -0.1182 -1.3387
O -2.3515 -1.8406 -0.0080
H 0.0745 -4.4412 -5.0116
Cl 1.8975 -0.6514 -2.4540

Atom charges from the Löwdin analysis, given in e for atoms 1 to 6: Ir 0.839; N 0.149; N -0.097; Cl 0.344; C -0.772; C 0.019

Record 4
Molecular formula: C8H14NS
Method: DFT, wB97M-V/def2-TZVPD

Calculated values
net charge = +1
Kohn-Sham gap = 9.78 eV
energy = -765.92283 Ha
ΔE to the lowest compared entry with this formula, charge and spin = 0.00 kJ/mol
SMILES string = C[C@H](c1ccsc1)[NH+](C)C
LUMO level = -0.107 hartree

Cartesian coordinates (Å):
H -1.7013 2.0692 0.9325
H 0.9462 -2.0111 -0.8053
H 0.4091 0.2800 2.8301
H 2.6076 1.0586 -0.3543
C 0.6090 -0.5025 0.7900
S 0.7569 -2.1181 2.7865
C 0.5496 -0.5432 2.1587
H -1.9671 0.3182 0.9538
H -0.7049 1.8566 -1.2083
C -1.8978 1.1962 0.3130
H -2.8439 1.3375 -0.2056
N -0.8060 0.9982 -0.6560
H 1.5754 1.9545 -1.4594
C 1.6743 1.0186 -0.9119
C 0.5267 0.7995 0.0493
H -1.2529 -1.0166 -1.0333
H 1.0921 -3.7986 1.0698
H 1.7577 0.1937 -1.6138
H -0.3743 -0.2024 -2.3437
C 0.8346 -1.7933 0.2421
H 0.5125 1.6086 0.9415
C 0.9312 -2.7490 1.2038
C -1.1474 -0.0882 -1.5885
H -2.0873 0.1336 -2.0910

Atom charges from the Löwdin analysis, given in e for atoms 1 to 6: H 0.114; H 0.114; H 0.080; H 0.109; C -0.341; S 1.063